# 1
{"formula": "C32H45N5O3PPtS", "method": "ωB97M-V with the def2-TZVPD basis set", "symbols": ["Pt", "C", "C", "N", "C", "C", "C", "C", "C", "C", "C", "N", "C", "C", "N", "N", "H", "H", "H", "H", "H", "H", "H", "H", "H", "H", "H", "H", "H", "H", "H", "H", "H", "H", "O", "C", "N", "S", "O", "O", "C", "C", "C", "C", "C", "C", "H", "H", "H", "H", "C", "C", "C", "C", "P", "C", "C", "C", "C", "C", "C", "C", "C", "C", "C", "H", "H", "H", "H", "H", "H", "H", "H", "H", "H", "H", "H", "H", "H", "H", "H", "H", "H", "H", "H", "H", "H", "H"], "coordinates": [[0.1574, 0.3173, -0.4091], [2.9579, 1.1286, -1.4656], [2.5072, 2.2276, -0.5048], [1.3145, 1.9064, 0.3871], [0.3992, 3.0869, 0.4509], [-0.5350, 3.0746, -0.7307], [-1.1510, 4.1682, -1.3063], [-2.0584, 3.9530, -2.3386], [-2.3487, 2.6625, -2.7678], [-1.7052, 1.6037, -2.1581], [-1.9480, 0.1362, -2.4070], [-0.7230, -0.6439, -2.0616], [0.2144, -0.7295, -3.2485], [1.6921, -0.5308, -2.9270], [1.8427, 0.7801, -2.3243], [-0.8130, 1.8451, -1.1849], [3.2529, 0.2452, -0.9036], [3.8436, 1.4879, -1.9988], [2.2172, 3.0984, -1.0967], [3.3254, 2.5371, 0.1462], [1.6610, 1.7326, 1.3293], [0.9740, 4.0134, 0.4928], [-0.1794, 3.0178, 1.3726], [-0.9283, 5.1678, -0.9584], [-2.5477, 4.7966, -2.8075], [-3.0630, 2.4846, -3.5604], [-2.2437, -0.0472, -3.4405], [-2.7636, -0.2044, -1.7666], [-0.9888, -1.5828, -1.7685], [-0.0893, 0.0506, -3.9491], [0.0422, -1.6869, -3.7402], [2.2695, -0.6833, -3.8439], [2.0240, -1.2854, -2.2081], [1.5717, 1.5327, -2.9459], [-0.5164, -2.9004, -0.3706], [0.5103, -2.6848, 0.2273], [0.9401, -1.3791, 0.5580], [2.2673, -1.4513, 1.4479], [3.2926, -0.5402, 1.0677], [1.9486, -1.2661, 2.9392], [2.5776, -3.1529, 1.3245], [3.6450, -3.8849, 1.8005], [3.5913, -5.2580, 1.5748], [2.5097, -5.8394, 0.9182], [1.4434, -5.0735, 0.4527], [1.4928, -3.7095, 0.6630], [4.4843, -3.4266, 2.3062], [4.4081, -5.8821, 1.9116], [2.5033, -6.9097, 0.7614], [0.6076, -5.5228, -0.0668], [0.6422, -2.3923, 5.5074], [1.2235, -0.9738, 5.4759], [2.7142, -0.9989, 5.8047], [0.4796, -0.0755, 6.4751], [0.8131, -0.2694, 3.8181], [1.6794, 1.3209, 3.7486], [3.0473, 1.4801, 3.5063], [3.6137, 2.7479, 3.5312], [2.8328, 3.8603, 3.8270], [1.4768, 3.7103, 4.0857], [0.9003, 2.4481, 4.0251], [-2.8313, -0.8775, 2.9712], [-2.7012, -2.1748, 2.3121], [-2.6953, 0.3419, 2.1824], [-3.2838, -0.8146, 4.3544], [0.8310, -2.8380, 6.4852], [1.1022, -3.0395, 4.7579], [-0.4402, -2.3904, 5.3543], [2.8377, -1.3792, 6.8205], [3.1580, -0.0048, 5.7769], [3.2711, -1.6571, 5.1375], [0.5514, -0.5234, 7.4674], [-0.5855, 0.0191, 6.2427], [0.9157, 0.9230, 6.5292], [3.6731, 0.6215, 3.3034], [4.6747, 2.8641, 3.3505], [3.2869, 4.8417, 3.8737], [0.8733, 4.5725, 4.3400], [-0.1600, 2.3369, 4.2318], [-2.2818, -2.1213, 1.3100], [-3.7222, -2.5893, 2.2580], [-2.1589, -2.8785, 2.9466], [-1.8385, 0.2664, 1.4972], [-2.7002, 1.2570, 2.7675], [-3.5759, 0.3404, 1.5169], [-3.1383, -1.7355, 4.9132], [-4.3762, -0.6589, 4.2618], [-2.9168, 0.0635, 4.8835]], "forces_ev_per_angstrom": [[0.2886, 0.2269, -0.1397], [-0.2292, -0.1615, 0.1583], [0.0219, 0.0021, 0.0079], [-0.0958, -0.1718, 0.1853], [0.1145, 0.0431, -0.0433], [-0.0146, -0.0001, -0.0021], [0.0100, 0.0181, -0.0373], [0.0041, 0.0269, 0.0068], [0.0049, -0.0162, -0.0333], [0.0224, 0.0073, 0.0290], [0.0597, 0.0218, -0.0976], [-0.2232, -0.1132, 0.3362], [0.0030, -0.0653, -0.0131], [-0.1328, 0.0479, 0.2841], [0.0760, 0.2027, -0.2948], [-0.0812, -0.0944, 0.0890], [0.0365, 0.0569, -0.1561], [-0.0056, 0.0682, 0.0002], [0.0011, 0.0012, 0.0022], [0.0233, -0.0238, -0.0149], [0.0698, 0.1265, 0.0239], [-0.0091, 0.0082, 0.0318], [-0.0493, -0.0408, 0.0232], [-0.0143, -0.0015, -0.0098], [0.0053, -0.0040, 0.0019], [0.0022, 0.0195, 0.0071], [-0.0307, -0.0130, 0.0042], [0.0090, 0.0175, 0.0412], [-0.0390, -0.0206, -0.1482], [-0.0125, 0.0101, 0.0084], [0.0281, -0.0069, -0.0149], [-0.0230, -0.0033, -0.0328], [0.0614, 0.0249, -0.0109], [0.2174, -0.0694, -0.1591], [-0.0859, 0.0199, -0.0191], [0.1030, 0.0825, -0.0077], [0.0244, -0.1304, -0.1161], [0.0297, 0.0811, 0.1995], [0.0218, -0.0166, -0.0117], [0.0106, -0.1624, -0.1386], [-0.0126, 0.0148, 0.0004], [-0.0007, 0.0209, 0.0042], [0.0093, -0.0106, -0.0014], [-0.0108, -0.0150, -0.0057], [-0.0087, -0.0308, -0.0135], [0.0181, -0.0174, 0.0469], [-0.0097, -0.0004, -0.0011], [-0.0070, 0.0056, 0.0011], [-0.0001, 0.0070, -0.0029], [0.0076, 0.0017, 0.0038], [0.0116, 0.0015, 0.0117], [0.0209, -0.0140, -0.0048], [-0.0285, -0.0126, 0.0148], [0.0072, 0.0125, 0.0092], [-0.1479, 0.0377, 0.0317], [0.0269, 0.0039, 0.0070], [0.0219, 0.0310, -0.0127], [-0.0116, -0.0386, 0.0008], [0.0124, -0.0068, -0.0001], [-0.0174, -0.0180, -0.0331], [-0.0374, 0.0456, 0.0055], [-0.2305, 0.0079, -0.0309], [0.0680, 0.0848, -0.0246], [-0.0281, -0.0802, -0.0223], [0.0920, -0.0225, 0.0134], [-0.0045, 0.0058, -0.0007], [0.0069, -0.0009, 0.0032], [-0.0196, 0.0123, -0.0178], [0.0111, -0.0144, -0.0099], [0.0021, 0.0283, -0.0054], [-0.0003, 0.0066, -0.0114], [0.0040, 0.0075, -0.0020], [-0.0117, -0.0031, -0.0133], [-0.0083, -0.0174, -0.0002], [-0.0006, 0.0219, 0.0182], [-0.0124, -0.0002, -0.0038], [-0.0047, -0.0127, -0.0042], [0.0034, -0.0208, -0.0116], [-0.0176, 0.0016, -0.0144], [0.0040, -0.0213, 0.0159], [0.0158, -0.0025, 0.0204], [0.0254, -0.0289, 0.0253], [0.0361, 0.0257, 0.0572], [0.0198, -0.0111, 0.0077], [-0.0097, -0.0020, 0.0079], [-0.0051, -0.0045, 0.0043], [0.0023, 0.0115, 0.0015], [0.0162, 0.0129, -0.0035]], "energy_ev": -70854.140, "e_homo_ev": -15.654, "e_above_lowest_kj_mol": 0.0, "lumo_ha": -0.3508, "total_charge": 3}

=====

# 2
{"formula": "C5H4N", "method": "ωB97M-V with the def2-TZVPD basis set", "symbols": ["C", "C", "C", "C", "C", "N", "H", "H", "H", "H"], "coordinates": [[-0.2553, -0.5125, -2.1500], [0.5124, 0.5073, 0.5479], [-0.9425, -0.0294, 0.4325], [-0.8308, -0.3527, -0.8647], [0.5825, 0.4096, -0.9644], [0.5524, 0.7167, -2.1941], [0.0524, -1.5132, -2.7078], [0.5791, 1.5670, 0.6791], [1.0878, -0.1270, 1.1913], [-1.8574, -0.1800, 1.1365]], "forces_ev_per_angstrom": [[0.3339, -1.4106, 1.3876], [-1.3151, -0.6361, -0.0245], [-1.4410, -0.8489, 0.0452], [-0.6304, -0.7719, -0.5163], [-0.2968, -0.4104, -1.4929], [0.9295, 0.2558, -0.2699], [-0.6675, 2.2545, 1.2732], [0.1403, 0.7379, 0.7789], [0.9833, 0.1156, 0.1097], [1.9637, 0.7142, -1.2910]], "energy_ev": -6725.382, "e_homo_ev": -15.736, "e_above_lowest_kj_mol": 285.4, "lumo_ha": -0.2137, "total_charge": 1}

=====

# 3
{"formula": "C10H16", "method": "ωB97M-V with the def2-TZVPD basis set", "symbols": ["C", "C", "C", "C", "C", "C", "C", "C", "H", "H", "H", "H", "H", "H", "H", "H", "H", "H", "C", "C", "H", "H", "H", "H", "H", "H"], "coordinates": [[0.0844, 2.8280, 2.3724], [0.1549, 1.3473, 1.9317], [1.0362, 0.8454, 0.7806], [0.8595, -0.5159, 0.4659], [1.4229, -0.9655, -0.7005], [2.1421, -0.1088, -1.5353], [2.2292, 1.2400, -1.2586], [1.7329, 1.7258, -0.0251], [0.8363, 2.9572, 3.1566], [-0.9029, 3.1826, 2.6869], [0.5561, 3.4645, 1.6584], [0.2094, 0.6749, 2.7811], [-0.8975, 1.1429, 1.6152], [0.1419, -1.0546, 1.0568], [1.2700, -1.9723, -1.1653], [2.7131, -0.5648, -2.3541], [2.7471, 1.9475, -1.8884], [1.9119, 2.7459, 0.2745], [-2.5206, -3.1232, -1.2756], [-2.0750, -1.6730, -1.0730], [-2.7800, -3.5569, -0.3257], [-3.2784, -3.1284, -2.0519], [-1.7800, -3.7054, -1.8878], [-2.8778, -0.9314, -1.0670], [-1.6049, -1.1075, -1.8921], [-1.3306, -1.6942, -0.2798]], "forces_ev_per_angstrom": [[1.8078, -0.8757, 0.6116], [-1.9842, 0.0240, -0.3264], [-1.0822, 0.6165, 1.1671], [0.1458, 1.3399, -0.6179], [0.0572, -1.2982, -1.2490], [0.5271, -0.0406, -0.2743], [0.3907, 0.4168, 1.3249], [0.1710, -1.1193, -0.9904], [-0.4882, 0.0402, 0.6258], [0.3697, -0.2061, -0.1648], [-0.4599, 0.6493, -1.0891], [0.4936, 0.0213, 0.3635], [0.6411, -0.1086, -0.2532], [0.1527, -0.4773, 0.1852], [0.0751, 0.6733, 1.1320], [-0.5927, 0.4333, 0.0088], [0.1656, -0.1739, -0.2620], [-0.2290, 0.1440, -0.1114], [0.9150, 0.7115, -2.5717], [0.5236, 0.5055, -0.7940], [-0.2714, -0.4876, -0.0438], [-1.0555, -0.1440, 0.5500], [0.0469, 0.2482, 1.3674], [-0.5116, -0.4451, 1.5969], [0.7316, -1.2518, -0.4807], [-0.5398, 0.8042, 0.2956]], "energy_ev": -10628.170, "e_homo_ev": -8.853, "e_above_lowest_kj_mol": 151.9, "smiles": "CCc1ccccc1.CC", "lumo_ha": 0.0364}

=====

# 4
{"formula": "C4H6N2O2", "method": "ωB97M-V with the def2-TZVPD basis set", "symbols": ["C", "C", "C", "N", "C", "O", "O", "N", "H", "H", "H", "H", "H", "H"], "coordinates": [[-1.6704, 0.1370, 0.7685], [-0.1494, -0.9898, -1.9756], [0.7868, -0.3267, -0.1648], [1.8142, -0.3056, 0.7472], [0.5122, 0.8843, -1.0326], [0.8752, -1.3359, -1.1092], [-0.7086, -0.7747, 0.2842], [-0.0302, 0.4835, -2.1040], [2.0409, -1.2124, 1.1326], [1.7666, 0.4332, 1.4330], [0.5705, 1.9153, -0.7147], [-1.2788, 0.7221, 1.6083], [-2.0204, 0.8257, -0.0089], [-2.5086, -0.4559, 1.1361]], "forces_ev_per_angstrom": [[0.5493, 0.2803, 0.2686], [1.3056, 0.1773, -0.5135], [-1.7590, 0.1831, 0.0454], [-0.0939, -0.1017, 0.1675], [-0.7679, -0.5228, 0.7509], [-0.6568, -0.0768, -0.6002], [1.4821, 0.3397, 0.1783], [-0.2170, -0.4714, -0.2673], [-0.0955, 0.0876, 0.1031], [-0.0036, -0.1103, 0.0110], [0.2932, 0.1739, -0.0991], [-0.0761, 0.0664, 0.0633], [0.0009, -0.0590, -0.0217], [0.0385, 0.0338, -0.0862]], "energy_ev": -11315.547, "e_homo_ev": -9.397, "e_above_lowest_kj_mol": 530.2, "lumo_ha": -0.0199}